The following is a quantum chemistry calculation of a structure of composition C16H44B3Cs3O8S4, from OMol25.

```
78
Properties=species:S:1:pos:R:3:lowdin_charge:R:1
Cs -3.54303 1.28154 -2.15806 1.07
Cs -2.89197 -0.55017 1.97357 1.06
Cs -2.54313 -3.02790 -2.30059 1.04
B -5.20301 -1.35958 -3.13108 -0.60
H -4.41138 -1.04159 -2.42244 -0.28
H -5.49609 -2.39562 -2.80838 -0.06
H -6.09883 -0.66509 -3.16095 -0.05
H -4.71258 -1.37264 -4.14921 -0.06
B -1.10826 -0.37839 -0.76254 -0.71
H -1.15709 0.64601 -1.21603 -0.12
H -2.14979 -0.72520 -0.78082 -0.18
H -0.35224 -1.05272 -1.25051 -0.05
H -0.82225 -0.33250 0.31974 -0.12
B -4.51110 -3.27916 0.93781 -0.50
H -4.53060 -2.61638 1.84784 -0.17
H -3.87588 -2.82344 0.13201 -0.16
H -4.05664 -4.26894 1.31768 -0.06
H -5.59026 -3.52080 0.63429 -0.04
C 3.22946 0.92540 2.74741 -0.20
C 2.57039 1.44334 1.47720 -0.19
C 1.17977 0.81178 1.54802 -0.22
S 0.53929 0.91972 3.28346 0.70
O 0.11097 -0.42604 3.62487 -0.38
O -0.28664 2.10729 3.48437 -0.33
C 2.25148 1.14195 3.90349 -0.21
H 4.22019 1.20688 3.10267 0.12
H 3.31661 -0.16518 2.66377 0.12
H 3.13002 1.14424 0.59256 0.10
H 2.53356 2.53382 1.47030 0.11
H 1.30230 -0.26355 1.41581 0.08
H 0.46620 1.17517 0.81372 0.07
H 2.32307 0.57486 4.83012 0.11
H 2.27711 2.18877 4.22160 0.10
C 2.25217 -1.03696 -3.17336 -0.20
C 2.47038 -0.31808 -4.52478 -0.20
C 3.23023 0.98997 -4.28766 -0.19
S 3.03409 1.43344 -2.50337 0.71
O 2.20076 2.63222 -2.35143 -0.36
O 4.30507 1.30866 -1.80002 -0.34
C 1.94762 0.02613 -2.11872 -0.23
H 3.13555 -1.62548 -2.92029 0.12
H 1.43085 -1.74849 -3.31064 0.11
H 1.52140 -0.11958 -5.02220 0.12
H 3.10650 -0.93222 -5.15896 0.11
H 3.00143 1.93806 -4.76612 0.10
H 4.29004 0.73628 -4.32570 0.10
H 0.92973 0.35912 -2.30433 0.07
H 2.00383 -0.27994 -1.07774 0.09
C 1.10147 -3.13400 0.62716 -0.20
C 0.13089 -3.38866 1.83413 -0.17
C -0.71037 -4.65666 1.53663 -0.18
S 0.12016 -5.60630 0.22831 0.68
O -0.66356 -5.57015 -1.00397 -0.38
O 0.57095 -6.90116 0.67395 -0.32
C 1.57444 -4.51793 0.11499 -0.20
H 1.92146 -2.49388 0.95084 0.10
H 0.58503 -2.58689 -0.16357 0.08
H -0.49948 -2.51988 2.04874 0.07
H 0.80975 -3.54130 2.67277 0.12
H -1.70287 -4.53717 1.09262 0.08
H -0.85232 -5.29645 2.40549 0.11
H 1.84635 -4.66578 -0.92893 0.10
H 2.33252 -4.85441 0.81920 0.11
C 0.37988 4.48666 0.56251 -0.22
C -0.98085 4.00378 -0.03225 -0.20
C -1.99048 4.20630 1.08061 -0.21
S -1.48169 5.76238 1.94898 0.70
O -1.43861 5.50694 3.36204 -0.32
O -2.22847 6.85328 1.35096 -0.33
C 0.23826 5.81682 1.27124 -0.19
H 1.12819 4.59837 -0.22341 0.12
H 0.73725 3.69470 1.22208 0.08
H -0.82933 2.99853 -0.42275 0.09
H -1.28289 4.64418 -0.86483 0.12
H -1.92677 3.44521 1.85960 0.08
H -3.02285 4.41797 0.80800 0.10
H 0.89675 6.04371 2.10430 0.10
H 0.26789 6.59282 0.50815 0.10
```

Output
ΔE to the lowest compared entry with this formula, charge and spin	0.000	eV
calculated total energy	-80693.9858	eV
LUMO level	-0.67	eV

***

The following is a quantum chemistry calculation of a structure of composition C16H44B3F3N6O6P2, from OMol25.

```
80
Properties=species:S:1:pos:R:3:lowdin_charge:R:1
C -3.10288 -5.63362 -0.31138 -0.06
C -2.77933 -6.18885 -1.70872 -0.19
C -3.87556 -5.87396 -2.71294 -0.15
O -4.84607 -6.93202 -2.74320 0.16
B -6.01756 -6.74702 -2.12076 -0.70
O -6.46810 -7.59974 -1.10692 0.29
B -6.89095 -6.93072 0.01769 -0.30
O -7.58224 -5.72663 -0.14327 0.29
B -7.13410 -5.01728 -1.22824 -0.44
C -6.81172 -3.44064 -1.10066 -0.46
F -7.88188 -2.73234 -0.67244 0.14
F -5.79943 -3.23171 -0.22004 0.13
F -6.41666 -2.90110 -2.27697 0.13
O -6.88700 -5.67366 -2.40289 0.35
H -4.19076 -5.57260 -0.18950 0.06
H -2.69471 -6.24951 0.48446 0.08
H -2.73973 -4.60840 -0.24887 0.07
H -1.84817 -5.73936 -2.05037 0.11
H -2.66621 -7.27168 -1.67115 0.12
H -4.33034 -4.90617 -2.48008 0.13
H -3.45928 -5.78299 -3.71435 0.13
H -6.62409 -7.35039 1.09391 0.12
O -0.95646 -2.41299 -1.05763 -0.29
P -0.39656 -1.19518 -0.44223 0.58
N -0.98994 0.11701 -1.33730 -0.32
C -0.30560 0.93752 -2.31218 -0.11
C -2.44231 0.18784 -1.39278 -0.12
N 1.28804 -1.45180 -0.50243 -0.30
C 2.20306 -0.38290 -0.82285 -0.14
C 1.75426 -2.75978 -0.94257 -0.13
N -0.32306 -0.43253 1.03139 -0.31
C -0.52742 0.99134 1.20512 -0.11
C 0.29650 -1.12470 2.14921 -0.11
H -0.53646 1.99693 -2.14588 0.08
H -0.59539 0.68086 -3.33821 0.09
H 0.76921 0.84988 -2.24225 0.04
H -2.87362 0.51873 -0.43905 0.07
H -2.88833 -0.77877 -1.64135 0.07
H -2.74982 0.90280 -2.15528 0.08
H 2.28107 -0.17486 -1.89547 0.08
H 3.21055 -0.62683 -0.47159 0.08
H 1.93160 0.53576 -0.30229 0.05
H 1.76058 -2.86815 -2.03476 0.08
H 1.13245 -3.55031 -0.53347 0.07
H 2.77377 -2.90680 -0.57628 0.08
H 0.28560 1.58267 0.77134 0.07
H -0.57474 1.22489 2.27195 0.08
H -1.47067 1.34732 0.79891 0.06
H 1.35294 -0.85318 2.24678 0.08
H 0.23814 -2.20384 2.01568 0.08
H -0.21873 -0.88349 3.08145 0.08
O 3.08171 2.80794 0.08689 -0.30
P 3.29380 3.85093 1.14436 0.65
N 2.55699 5.21702 0.42063 -0.34
C 3.17753 6.27447 -0.34217 -0.11
C 1.11985 5.09979 0.24842 -0.12
N 5.02169 3.81325 1.13890 -0.31
C 5.86217 4.97281 0.93245 -0.14
C 5.65066 2.62042 0.58294 -0.14
N 3.19193 4.42718 2.70083 -0.31
C 2.81422 5.77613 3.09452 -0.09
C 3.80328 3.63179 3.76181 -0.11
H 2.78568 7.25106 -0.03046 0.08
H 3.00069 6.16346 -1.41909 0.09
H 4.24864 6.31503 -0.19133 0.04
H 0.58203 5.19822 1.20202 0.07
H 0.83925 4.13871 -0.19532 0.06
H 0.75678 5.88693 -0.41177 0.08
H 5.94816 5.24356 -0.12752 0.08
H 6.87134 4.76539 1.29977 0.08
H 5.50439 5.83697 1.49585 0.07
H 5.69633 2.63641 -0.51293 0.08
H 5.11810 1.72163 0.87912 0.07
H 6.66989 2.55010 0.97223 0.08
H 3.59447 6.50012 2.84531 0.08
H 2.66077 5.79665 4.17456 0.08
H 1.88139 6.09891 2.64156 0.07
H 4.81393 3.98491 3.98532 0.09
H 3.87023 2.58396 3.47196 0.08
H 3.20228 3.67916 4.67177 0.08
```

Output
calculated total energy	-67298.3547	eV
LUMO level	0.53	eV

***

The following is a quantum chemistry calculation of a structure of composition C16H44FLiN4O4, from OMol25.

```
70
Properties=species:S:1:pos:R:3:nbo_charge:R:1
Li 18.49567 1.44314 -7.58579 0.88
F 17.49691 2.70675 -8.91929 -0.84
C 19.14539 -1.50190 -5.31180 -0.63
C 17.76624 -1.05085 -5.74131 -0.06
C 16.63887 -1.52757 -4.73530 -0.06
O 16.47817 -2.92558 -4.99929 -0.55
C 15.30440 -3.42820 -4.27040 -0.27
N 17.66363 0.41756 -5.85274 -0.90
H 19.41088 -1.00686 -4.37770 0.20
H 19.99215 -1.11999 -5.88211 0.21
H 19.28855 -2.58163 -5.26955 0.24
H 17.55876 -1.50173 -6.71175 0.19
H 15.79138 -1.00395 -5.17765 0.16
H 16.81645 -1.27195 -3.69069 0.18
H 15.31046 -3.23264 -3.19810 0.17
H 15.21777 -4.51475 -4.27156 0.21
H 14.41784 -2.87810 -4.58583 0.17
H 16.67765 0.63617 -5.84124 0.40
H 18.03143 0.75349 -4.97412 0.35
C 17.83394 1.72406 -13.69487 -0.65
C 18.49548 2.40622 -12.48902 -0.10
C 17.86391 3.80815 -12.21089 -0.05
O 18.28396 4.67424 -13.25836 -0.50
C 18.38137 6.03152 -12.81997 -0.26
N 18.22886 1.47482 -11.35972 -0.41
H 16.77798 1.48681 -13.56544 0.22
H 18.22313 0.74829 -13.98555 0.24
H 17.92195 2.41503 -14.53327 0.25
H 19.55728 2.55689 -12.68394 0.27
H 18.11532 4.28527 -11.26366 0.22
H 16.78655 3.65042 -12.26092 0.20
H 17.40452 6.35835 -12.46353 0.19
H 18.68129 6.57593 -13.71538 0.22
H 19.14196 6.18909 -12.05527 0.18
H 17.31434 1.07100 -11.50357 0.39
H 18.07535 1.98435 -10.50129 0.44
C 14.40320 0.62526 -3.09218 -0.62
C 13.59359 1.60143 -4.02726 -0.05
C 13.87029 1.41494 -5.53930 -0.06
O 15.23681 1.65077 -5.72034 -0.57
C 15.51350 2.81683 -6.43149 -0.24
N 12.15126 1.62810 -3.88620 -0.83
H 15.48761 0.73512 -3.08301 0.21
H 14.23723 -0.38926 -3.45454 0.20
H 13.95710 0.65858 -2.09821 0.22
H 13.94684 2.58700 -3.72402 0.16
H 13.24399 2.00437 -6.20893 0.18
H 13.76575 0.35278 -5.76063 0.18
H 14.99082 2.94154 -7.37984 0.18
H 16.58608 2.76193 -6.61765 0.19
H 15.37495 3.73413 -5.85925 0.17
H 11.66128 2.21837 -4.54317 0.36
H 11.97964 2.16015 -3.04503 0.35
C 21.51758 0.36518 -10.04718 -0.63
C 20.76380 0.41257 -8.67968 -0.07
C 21.02418 1.78419 -7.96577 -0.09
O 20.26769 1.64214 -6.72236 -0.59
C 20.56039 2.54859 -5.69542 -0.26
N 19.34229 0.05956 -8.85110 -0.86
H 22.56796 0.58196 -9.85275 0.22
H 21.09877 1.11418 -10.71927 0.19
H 21.53463 -0.60238 -10.54881 0.23
H 21.24013 -0.34764 -8.06058 0.21
H 20.53951 2.63253 -8.44902 0.19
H 22.07581 1.96027 -7.73955 0.21
H 20.15456 2.00143 -4.84453 0.20
H 20.02865 3.49959 -5.66460 0.18
H 21.62058 2.76714 -5.56759 0.19
H 19.27107 -0.91778 -9.09569 0.39
H 19.01097 0.60850 -9.63148 0.35
```

Output
multiplicity	2
total charge	+1
calculated total energy	-34369.3530	eV
LUMO level (spin up / spin down)	-2.16 / -7.86	eV

***

The following is a quantum chemistry calculation of a structure of composition C16H44GaNO9PS, from OMol25.

```
73
Properties=species:S:1:pos:R:3:lowdin_charge:R:1
C 2.50818 4.67365 3.37321 -0.08
C 1.57467 3.63726 3.97483 -0.31
O 0.63086 4.26903 4.81308 -0.27
C -0.72944 3.85069 4.55383 -0.25
Ga -1.67838 4.61323 2.91977 0.26
N -3.27741 3.54714 2.71222 -0.13
C -2.15640 6.58562 3.06942 -0.27
O -1.23576 7.31925 3.89140 -0.23
O 0.07791 6.79646 3.56649 -0.11
P -0.52863 4.32483 0.82296 0.23
S -1.83218 3.89481 -0.64657 -0.08
H 3.26342 4.21152 2.73491 0.07
H 1.92994 5.40665 2.80762 0.06
H 3.00628 5.21286 4.18314 0.07
H 2.15536 2.92410 4.57670 0.11
H 1.06068 3.08080 3.18476 0.08
H -1.29818 4.15392 5.43975 0.06
H -0.77693 2.75293 4.52444 0.06
H -3.77410 3.86583 1.88397 -0.06
H -3.88066 3.79084 3.49582 -0.05
H -2.22449 7.06345 2.08206 0.05
H -3.13339 6.68906 3.55007 0.05
H 0.33828 6.36948 4.39997 0.07
H 0.19519 5.48153 0.46734 -0.09
H 0.43099 3.29222 0.84337 -0.10
C 3.74598 0.50320 -2.39887 -0.13
O 2.70979 0.58985 -3.35168 -0.19
C 1.41842 0.34418 -2.80253 -0.20
C 0.65107 1.61660 -2.53494 -0.21
O 1.25044 2.38632 -1.50946 -0.24
C 1.96492 3.50892 -1.97504 -0.13
H 4.65849 0.85956 -2.87630 0.08
H 3.53840 1.11977 -1.52013 0.08
H 3.90020 -0.53429 -2.07626 0.08
H 1.50816 -0.23022 -1.87376 0.12
H 0.86324 -0.26313 -3.52243 0.13
H -0.35582 1.35550 -2.19970 0.10
H 0.55806 2.20601 -3.45324 0.13
H 1.27493 4.25999 -2.37619 0.09
H 2.69459 3.23587 -2.74515 0.08
H 2.49077 3.94045 -1.12334 0.08
C -2.99921 -0.07310 -1.67524 -0.10
O -1.80975 -0.85031 -1.75074 -0.21
C -1.41375 -1.38847 -0.50226 -0.20
C -1.73724 -2.86176 -0.40241 -0.20
O -3.13562 -3.10846 -0.38606 -0.18
C -3.64092 -3.53758 -1.63177 -0.12
H -3.28899 0.16843 -2.69692 0.09
H -3.81061 -0.62469 -1.19256 0.08
H -2.81082 0.85471 -1.12869 0.06
H -1.88107 -0.83760 0.31963 0.13
H -0.32850 -1.26512 -0.41504 0.12
H -1.32613 -3.25149 0.53500 0.12
H -1.26675 -3.40595 -1.22859 0.12
H -3.29919 -4.55383 -1.86623 0.08
H -3.34043 -2.86674 -2.44098 0.08
H -4.72767 -3.54062 -1.55721 0.09
C 2.98089 -7.41935 -1.68234 -0.11
O 2.04107 -7.97669 -0.78453 -0.19
C 1.44107 -7.02028 0.07410 -0.20
C 0.04978 -6.64429 -0.38245 -0.20
O 0.07153 -5.95196 -1.61818 -0.20
C -0.29152 -6.74872 -2.72739 -0.11
H 3.25519 -8.20124 -2.38875 0.09
H 2.56219 -6.57164 -2.23058 0.08
H 3.88221 -7.09065 -1.15313 0.09
H 2.06259 -6.12121 0.13909 0.13
H 1.37969 -7.46354 1.07255 0.12
H -0.39881 -5.97853 0.36145 0.12
H -0.57503 -7.54078 -0.45529 0.13
H -1.36068 -6.98855 -2.70498 0.09
H 0.28222 -7.67894 -2.76135 0.08
H -0.08317 -6.16681 -3.62364 0.09
```

Output
total charge	-1
calculated total energy	-109718.2737	eV
LUMO level	2.14	eV

***

> Which value of calculated total energy does entry 2 give?

-67298.3547 eV